40
Properties=species:S:1:pos:R:3:forces:R:3 method="wB97M-V/def2-TZVPD" molar_mass_g_mol=616.35 orbital_gap_ev=9.80 largest_force_ev_per_a=0.7
N -0.1246 -2.1373 1.5176 0.376 0.539 -0.021
C 0.0024 -1.9119 0.1118 -0.400 -0.205 -0.295
O -0.6413 -2.5761 -0.6620 -0.035 0.238 0.137
C 0.9574 -0.8512 -0.4052 0.593 -0.058 0.350
C 1.1934 0.3784 0.5016 -0.473 -0.043 -0.463
C 1.0621 1.7200 -0.2371 0.231 -0.132 0.173
C 0.4455 2.8331 0.6219 0.208 0.174 -0.325
O -0.9012 3.0804 0.2631 -0.022 0.019 0.268
C -1.8809 2.4449 1.0604 -0.382 -0.308 0.216
C -2.4318 1.1698 0.4280 0.265 0.378 -0.364
C -3.1563 1.4118 -0.9114 -0.049 -0.588 0.014
C -2.2783 1.0808 -2.1106 0.039 0.220 0.087
Cl -3.2465 0.9625 -3.6112 -0.010 0.021 -0.019
O 2.3521 2.1729 -0.6719 -0.150 0.116 -0.120
C 2.7292 1.7490 -1.9405 0.011 -0.059 -0.025
I 4.7517 1.0207 -1.9110 -0.020 -0.019 0.008
H -0.8026 -1.4734 1.8863 -0.224 -0.297 0.052
H 0.7553 -1.9034 1.9731 -0.059 0.044 0.066
H 0.5998 -0.5607 -1.3932 -0.014 -0.119 0.011
H 1.9102 -1.3767 -0.5496 -0.053 0.031 -0.166
H 2.1898 0.3475 0.9423 -0.090 0.031 0.192
H 0.4471 0.3742 1.2986 0.145 -0.010 0.106
H 0.4129 1.6141 -1.1122 -0.012 0.005 0.036
H 0.5288 2.6064 1.6891 -0.008 0.010 0.009
H 1.0073 3.7479 0.4217 -0.070 -0.033 0.010
H -1.4925 2.2128 2.0612 0.140 0.091 -0.080
H -2.7063 3.1490 1.2065 0.097 0.069 -0.104
H -1.5917 0.4895 0.2433 -0.121 -0.125 0.148
H -3.1105 0.6873 1.1338 0.046 0.020 0.048
H -4.0084 0.7287 -0.9625 -0.048 0.170 -0.013
H -3.5365 2.4317 -0.9836 0.004 -0.013 0.002
H -1.7933 0.1133 -1.9716 -0.031 0.045 -0.069
H -1.5310 1.8515 -2.2961 0.005 -0.077 0.076
H 2.1376 0.9129 -2.3101 -0.024 0.048 0.037
H 2.7150 2.5659 -2.6615 0.088 -0.016 0.072
C 1.7282 -6.2234 1.9638 0.008 0.001 -0.054
Br 0.8137 -5.1279 0.6824 0.032 -0.190 -0.022
Br 2.0355 -8.0088 1.3119 0.004 0.030 0.003
Br 3.3686 -5.3981 2.5523 0.001 -0.002 0.005
H 1.0899 -6.3079 2.8309 0.001 -0.007 0.011

77
Properties=species:S:1:pos:R:3:forces:R:3 method="wB97M-V/def2-TZVPD" molar_mass_g_mol=1056.88 charge=-2 orbital_gap_ev=6.36 largest_force_ev_per_a=11.2
Ca 0.1348 -0.0376 0.6234 0.574 0.575 0.530
N -4.8524 -0.2110 4.8871 -2.437 -3.913 0.934
S -4.6823 0.2402 3.4643 2.049 4.819 -6.041
O -5.8385 0.2351 2.5388 1.782 -0.623 1.834
O -3.3668 -0.0471 2.9037 -0.967 -0.562 -0.110
F -4.4792 1.8325 3.6790 -0.420 -0.463 0.531
S -5.7526 -1.6424 4.4984 -0.489 -0.978 1.361
O -5.2597 -2.4865 3.3700 -1.544 2.241 2.470
O -7.1618 -1.4224 4.8338 2.264 -0.723 -1.364
F -5.2394 -2.4764 5.7428 0.062 0.042 0.049
N 5.1296 2.3213 2.4850 -1.915 0.937 -4.645
S 4.3819 2.6236 0.9535 -0.170 4.481 -1.503
O 3.1921 1.8987 0.5413 0.617 -0.102 0.838
O 5.3136 2.9736 -0.1539 -2.363 -0.635 3.061
F 3.7296 4.0330 1.4881 0.610 -0.998 -0.694
S 5.7108 0.9786 1.9384 2.800 -5.875 2.098
O 6.7624 0.8930 0.9239 -1.790 0.598 1.177
O 4.7549 -0.1400 1.9880 1.066 1.578 -0.747
F 6.5335 0.7528 3.2800 0.558 -0.356 0.357
N 0.7778 0.5927 3.7970 1.554 -3.503 1.492
S 1.3059 -0.4650 5.0811 0.226 -5.926 0.814
O 0.2756 -0.9864 5.9882 1.774 1.014 -2.159
O 2.6375 -0.3855 5.6136 -0.939 1.467 -0.395
F 1.5339 -1.6406 4.0497 -0.389 -0.792 -0.877
S 0.5971 1.6566 4.8701 -2.688 10.324 3.303
O 1.7520 2.5401 5.2273 -1.747 -3.521 0.315
O -0.5132 1.4319 5.8508 3.327 0.507 -2.109
F -0.0411 2.7474 3.9254 -1.337 0.221 -1.330
N 1.2115 1.4521 -5.8145 -0.423 0.506 4.455
S 0.2282 1.6020 -4.4403 -5.370 -0.276 -3.854
O -0.4855 2.8535 -4.4769 0.877 -0.576 0.986
O 0.4424 0.9287 -3.2000 0.685 -0.032 0.244
F -0.8325 0.6582 -5.2044 -0.538 -0.596 0.767
S 2.3877 2.1357 -5.0034 6.446 2.716 -2.710
O 3.2021 1.3054 -4.1466 -1.448 0.542 0.242
O 2.2942 3.5821 -4.7606 -0.623 -2.373 0.654
F 3.3539 2.1851 -6.2906 0.262 -0.076 -0.535
C -0.3384 7.6326 -1.2987 0.507 0.441 -0.670
C -0.7293 6.6923 -0.2074 0.178 1.024 0.478
C -2.2090 6.6942 0.1133 -0.060 0.909 -1.801
O -2.4896 5.3529 0.2385 -0.276 -2.995 0.199
C -1.4581 4.5766 -0.2990 -2.164 -4.620 2.041
O -1.4626 3.3085 -0.3199 -0.173 4.851 -0.118
O -0.4876 5.3445 -0.6101 2.013 0.682 -0.605
H -0.9635 8.5226 -1.2249 0.211 0.211 -0.010
H -0.4542 7.2240 -2.3025 -0.411 -0.269 0.114
H 0.7196 7.8903 -1.2512 -0.073 0.199 0.204
H -0.1781 6.9597 0.6942 0.388 -0.638 0.061
H -2.7108 7.0534 -0.7852 -0.362 0.164 -0.203
H -2.5835 7.3273 0.9177 0.438 -0.480 0.426
C -4.5227 -5.0247 -1.7286 -0.330 -1.138 1.782
O -3.5733 -3.9910 -1.4787 0.416 0.624 -0.333
C -2.8387 -3.9515 -0.3543 -0.009 -0.258 0.834
O -2.0546 -3.0476 -0.1293 -0.644 -0.989 -0.190
O -3.0948 -5.0188 0.4663 0.985 0.823 -0.508
C -2.3948 -5.0979 1.7575 -1.292 0.141 0.143
H -5.3371 -4.9474 -1.0082 -0.107 0.247 0.035
H -4.0536 -5.9746 -1.4723 -0.018 -0.153 -0.477
H -4.9924 -5.0585 -2.7116 0.841 0.698 -0.169
H -2.8281 -4.3367 2.4064 0.431 0.346 -0.123
H -1.3052 -5.0839 1.7343 -0.200 0.236 -0.493
H -2.7461 -6.0301 2.2000 0.174 -0.149 -0.359
C 1.0206 -3.4762 -5.1932 -1.535 1.099 -0.905
C 1.6471 -4.1506 -4.0241 0.357 -0.380 -0.882
O 1.7634 -3.1441 -3.0043 0.315 -0.688 0.803
C 2.5030 -3.3214 -1.8991 -0.739 0.851 1.807
O 2.3782 -2.5416 -0.9334 0.476 -1.809 -2.146
O 3.2648 -4.4353 -1.9448 0.172 1.035 0.098
C 4.2393 -4.6931 -0.8683 -1.188 0.119 -0.335
H 1.2017 -2.4069 -5.3017 0.967 -0.118 -0.081
H -0.0597 -3.4180 -5.0600 -0.260 -0.351 0.224
H 1.1347 -3.9985 -6.1431 0.431 -0.003 0.093
H 2.5856 -4.6355 -4.2926 0.329 0.507 0.319
H 0.9676 -4.9807 -3.8310 0.021 0.048 1.208
H 3.8844 -5.6387 -0.4584 0.370 0.080 0.221
H 4.1890 -3.8937 -0.1290 0.102 -0.080 -0.108
H 5.2287 -4.7945 -1.3144 -0.214 0.115 -0.015

40
Properties=species:S:1:pos:R:3:forces:R:3 method="wB97M-V/def2-TZVPD" molar_mass_g_mol=388.63 charge=+2 orbital_gap_ev=3.05 largest_force_ev_per_a=5.7
Y -12.5507 21.8433 -7.0801 3.560 -4.351 1.197
Cl -10.7175 20.0373 -7.9397 -2.532 2.663 0.632
O -11.8993 20.6384 -4.9962 -2.444 2.268 -2.317
C -11.1151 20.3020 -4.0934 3.228 -1.310 -0.670
O -11.3643 20.1778 -2.8770 -0.387 -0.380 1.122
C -12.6893 20.3193 -2.3984 -1.892 -0.515 2.120
C -12.8837 19.4759 -1.0730 0.674 0.917 -1.354
C -9.6983 19.8861 -4.3972 -0.790 0.743 -1.219
H -13.4056 19.9884 -3.1503 0.161 0.129 -0.099
H -12.7989 21.3788 -2.1669 -0.316 -0.019 -0.085
H -12.5123 18.4583 -1.1944 0.022 0.077 -0.091
H -13.9472 19.4214 -0.8406 0.128 0.207 0.084
H -12.3125 19.9874 -0.2983 -0.247 -0.257 0.202
H -9.0193 20.2355 -3.6194 0.038 -0.227 -0.246
H -9.5335 20.2890 -5.3965 0.781 0.199 0.199
H -9.6651 18.8099 -4.5664 -0.020 -0.140 0.517
O -6.8963 20.5225 -10.7207 -2.497 -2.645 0.403
C -7.7888 19.6447 -10.7311 1.181 2.877 -1.249
O -7.6741 18.4208 -10.2581 -0.268 -0.188 0.267
C -6.4946 18.0527 -9.5347 0.823 -0.730 0.133
C -6.8008 16.7424 -8.8108 0.111 0.336 0.524
C -9.1804 19.8915 -11.4118 1.173 -0.039 1.203
H -6.1764 18.8469 -8.8593 -0.453 0.064 0.210
H -5.6265 17.9540 -10.1863 -0.300 -0.133 -0.481
H -5.9062 16.3402 -8.3355 0.140 0.158 -0.081
H -7.2150 15.9281 -9.4053 0.029 0.352 -0.387
H -7.4956 16.9482 -7.9966 -0.189 -0.062 0.054
H -10.0029 19.5737 -10.7709 0.101 -0.202 0.158
H -9.2631 19.3068 -12.3280 0.147 0.392 -0.129
H -9.2390 20.9756 -11.5084 -0.073 -0.204 -0.622
C -11.8927 16.4471 -7.6249 -1.272 0.728 -0.173
C -11.5274 16.2410 -9.1080 -0.069 -0.819 1.643
O -12.7264 15.6288 -9.6197 0.359 0.359 -0.402
C -13.8070 15.8966 -8.8500 -1.904 -0.249 -0.288
O -14.9739 15.6967 -9.1836 3.847 0.848 1.515
O -13.3474 16.4382 -7.6421 -0.490 -0.426 -0.842
H -11.6373 17.4254 -7.2176 0.303 -0.020 -0.127
H -11.5239 15.6856 -6.9377 -0.103 -0.197 -0.263
H -10.6940 15.5396 -9.0684 -0.168 -0.133 -0.856
H -11.2272 17.1499 -9.6293 -0.390 -0.071 -0.202

58
Properties=species:S:1:pos:R:3:forces:R:3 method="wB97M-V/def2-TZVPD" molar_mass_g_mol=619.39 charge=+1 orbital_gap_ev=9.10 largest_force_ev_per_a=0.6
F 0.7782 -2.1092 0.8880 -0.030 -0.121 0.119
C 1.1183 -3.3566 0.4290 0.127 -0.071 -0.078
F 0.5030 -4.2428 1.2522 0.014 0.129 -0.028
C 0.6240 -3.5808 -0.9841 -0.113 -0.066 -0.065
C -0.8554 -3.1638 -1.1296 -0.058 0.010 0.012
N -1.0583 -1.9407 -1.8923 0.064 -0.285 -0.109
C -1.1948 -0.7142 -1.3880 0.066 -0.124 -0.067
N -1.3868 0.3833 -2.1294 -0.184 0.199 -0.257
C -1.5119 1.3630 -1.2434 0.057 0.084 -0.275
N -1.3512 0.9353 -0.0165 0.332 0.271 0.092
N -1.1546 -0.4026 -0.0913 -0.211 0.117 0.257
C 2.6388 -3.5411 0.6509 0.003 0.101 -0.180
F 2.8924 -3.5851 1.9626 -0.035 -0.151 0.093
F 2.9503 -4.7348 0.0978 0.059 0.027 0.099
C 3.6414 -2.5178 0.0119 -0.147 0.093 0.131
F 3.5025 -2.5699 -1.3213 0.134 0.019 -0.089
F 4.8568 -2.9867 0.3268 -0.077 0.056 -0.048
C 3.6087 -1.0162 0.5627 0.002 -0.193 -0.053
F 3.0541 -1.0195 1.7701 0.100 0.135 0.101
F 4.8626 -0.5970 0.6612 0.021 -0.041 -0.012
S 2.7249 0.3185 -0.5010 0.033 -0.257 -0.137
F 3.6702 1.4488 0.0816 -0.067 -0.051 0.010
F 1.6620 0.6312 0.6424 0.078 0.043 -0.095
F 1.7108 -0.7701 -1.0993 0.153 0.219 -0.092
F 3.7562 0.0183 -1.6652 -0.164 0.159 0.112
F 2.0314 1.4045 -1.4114 0.025 -0.091 0.051
H 1.2319 -3.0478 -1.7148 -0.004 -0.015 0.153
H 0.7485 -4.6485 -1.1816 -0.048 0.119 0.030
H -1.4164 -3.9543 -1.6295 0.074 0.082 0.049
H -1.3175 -3.0380 -0.1471 -0.033 -0.095 -0.084
H -1.0871 -1.9938 -2.8988 -0.002 0.057 0.069
H -1.7332 2.3965 -1.4646 0.080 -0.097 -0.036
H -1.4732 1.3833 0.8879 -0.398 -0.271 0.121
H -1.0569 -0.9572 0.7450 -0.048 0.061 0.011
C -4.9911 0.2560 -1.6319 -0.021 -0.057 -0.167
O -4.2108 0.5887 -0.7441 -0.030 0.038 0.194
N -6.2740 -0.1120 -1.3688 0.042 0.021 -0.001
N -4.6171 0.2250 -2.9421 -0.019 -0.031 0.062
H -6.9260 -0.3836 -2.0806 -0.004 0.008 0.004
H -6.5703 -0.1127 -0.4110 -0.021 -0.009 -0.018
H -3.6692 0.4753 -3.1611 0.029 -0.003 -0.001
H -5.2382 -0.0356 -3.6850 -0.013 0.018 0.010
C 4.6587 5.3971 0.2220 0.018 -0.042 -0.014
O 5.2139 6.4721 0.3082 -0.004 0.022 0.003
N 4.1307 4.9330 -0.9568 -0.054 0.015 0.025
N 4.5115 4.5541 1.2937 -0.050 -0.003 -0.007
H 3.6838 4.0414 -1.0481 0.033 -0.014 -0.007
H 4.2291 5.5208 -1.7632 0.019 -0.003 0.005
H 4.8954 4.8539 2.1701 0.011 0.014 -0.014
H 4.0543 3.6654 1.2337 0.028 -0.012 0.010
C -3.2832 1.0665 3.1056 -0.379 0.004 0.012
O -2.5079 0.6239 2.2539 0.529 -0.051 0.187
N -2.9415 1.1806 4.4109 0.006 0.023 -0.091
N -4.5332 1.4494 2.7511 0.015 0.019 0.060
H -3.5676 1.5292 5.1127 -0.006 -0.007 -0.003
H -2.0202 0.8909 4.6818 0.005 0.000 0.003
H -4.7899 1.3168 1.7869 0.057 0.010 -0.064
H -5.2069 1.8098 3.4010 0.007 -0.012 0.008